Record 1
53
Properties=species:S:1:pos:R:3 method="wB97M-V/def2-TZVPD" multiplicity=3 total_energy_ev=-59895.07165 relative_energy_kj_mol=0.0 charge=0 homo_energy_ev="-6.751 / -6.157"
C -1.725 1.181 -0.586
C -0.486 1.643 -1.318
C -0.138 0.655 -2.278
H -0.141 2.673 -1.353
C -0.797 -0.582 -1.917
C -1.628 -0.318 -0.791
H -2.313 -1.020 -0.318
H -2.604 1.552 -1.146
H 0.529 0.780 -3.126
H -0.685 -1.538 -2.423
C 1.436 0.468 1.953
C 0.537 1.481 1.524
C -0.884 0.991 1.755
H 0.778 2.540 1.401
C -0.646 -0.521 1.633
C 0.719 -0.785 1.985
H 1.171 -1.762 2.180
H 2.479 0.640 2.222
H -1.171 1.215 2.807
H -1.438 -1.271 1.697
V 0.364 0.071 -0.171
O 1.967 -2.308 -1.249
C 2.958 -1.801 -2.174
C 2.450 -3.213 -2.342
H 2.591 -1.035 -2.866
H 3.972 -1.698 -1.767
H 1.718 -3.363 -3.143
H 2.681 -5.578 -3.646
C 3.360 -5.513 -2.795
C 3.313 -4.347 -1.988
C 4.179 -4.263 -0.877
H 4.152 -3.376 -0.236
C 5.072 -5.303 -0.603
H 5.728 -5.219 0.264
C 5.133 -6.434 -1.425
H 5.841 -7.234 -1.206
C 4.271 -6.528 -2.525
H 4.317 -7.399 -3.173
C -2.510 5.466 2.337
Si -3.694 4.110 1.752
C -4.837 3.773 3.207
C -4.675 4.990 0.398
C -2.802 2.582 1.212
C -1.933 1.676 0.860
H -3.044 6.362 2.677
H -1.842 5.761 1.520
H -1.887 5.106 3.163
H -5.421 4.675 3.442
H -5.538 2.954 3.004
H -4.252 3.501 4.098
H -3.992 5.436 -0.340
H -5.354 4.321 -0.143
H -5.275 5.803 0.833

***

Record 2
9
Properties=species:S:1:pos:R:3 method="wB97M-V/def2-TZVPD" multiplicity=1 smiles="N#C[C@@H]1N=C1N" total_energy_ev=-7627.78676 relative_energy_kj_mol=170.1 charge=0 homo_energy_ev=-10.301
N 2.664 0.675 0.474
C 1.588 0.359 0.763
C 0.210 -0.028 1.024
N -0.205 -1.442 0.585
C -0.584 -0.457 -0.098
N -1.219 -0.049 -1.217
H -0.249 0.412 1.905
H -1.279 0.951 -1.316
H -0.975 -0.530 -2.070

***

Record 3
50
Properties=species:S:1:pos:R:3 method="wB97M-V/def2-TZVPD" multiplicity=1 smiles="C=CCCNCC.O.O.O.O.O.O.O.O.O.O" total_energy_ev=-28721.92187 relative_energy_kj_mol=259.8 charge=0 homo_energy_ev=-8.790
C 0.073 -0.117 3.436
C -1.124 -0.370 2.936
C -2.073 0.599 2.301
C -2.171 0.286 0.809
N -0.861 0.476 0.221
C -0.783 0.791 -1.181
C -1.395 2.136 -1.615
H 0.716 -0.882 3.860
H 0.536 0.850 3.613
H -1.354 -1.425 2.841
H -1.647 1.607 2.363
H -3.046 0.583 2.772
H -2.884 0.963 0.332
H -2.515 -0.736 0.679
H -0.388 1.208 0.736
H -1.289 0.056 -1.801
H 0.262 0.772 -1.446
H -1.418 2.281 -2.702
H -2.380 2.255 -1.208
H -0.619 2.918 -1.560
O -0.411 -3.659 2.283
H -0.042 -3.037 1.642
H 0.340 -4.043 2.738
O 2.434 0.358 -1.413
H 3.033 0.190 -2.148
H 1.771 -0.357 -1.457
O -2.980 -1.599 -2.865
H -2.616 -1.486 -3.752
H -2.328 -1.935 -2.229
O 1.282 2.831 -0.303
H 2.206 3.099 -0.212
H 1.166 3.039 -1.247
O 1.683 -2.700 0.766
H 2.386 -3.303 1.057
H 1.863 -1.833 1.200
O 1.990 2.812 -2.511
H 1.899 1.916 -2.133
H 1.578 2.783 -3.381
O -0.991 -2.529 -1.123
H -0.479 -1.799 -0.715
H -1.202 -2.950 -0.275
O 1.971 -2.222 -2.148
H 2.061 -2.638 -1.266
H 1.059 -2.478 -2.346
O -1.032 3.375 1.206
H -1.484 3.781 0.456
H -0.118 3.228 0.881
O 2.464 -0.106 1.261
H 2.427 0.363 0.403
H 1.740 0.320 1.739